A single C4H6N2 molecule in a non-equilibrium geometry. Source: the Open Molecules 2025 dataset; level of theory: ωB97M-V/def2-TZVPD.

Values from the calculation:
relative energy (zero: lowest compared OMol25 entry of this formula, charge and spin)	75.6	kcal/mol
largest force on an atom	1.1	eV Å⁻¹
gap between HOMO and LUMO	7.97	eV

Each line ends with the natural charge from an NBO analysis.
Atoms and positions in Å:
N (2.72, 1.44, -0.77)  -0.2798
C (1.89, 0.65, -0.60)  0.2576
C (0.95, -0.45, -0.37)  -0.3215
N (-0.47, -0.07, -0.33)  -0.2275
C (-1.31, -1.11, -0.38)  -0.3905
C (-0.81, 1.22, -0.23)  -0.3380
H (1.06, -1.16, -1.20)  0.2560
H (1.21, -0.98, 0.55)  0.2578
H (-2.35, -0.93, -0.17)  0.1985
H (-0.96, -2.04, -0.80)  0.1857
H (-1.85, 1.46, -0.40)  0.1982
H (-0.10, 1.94, 0.15)  0.2034